Entry 1:
The following is a DFT calculation (ωB97M-V/def2-TZVPD) of a molecular structure, C39H35ClN2RuSi2 at a distorted geometry.

Atoms and positions in Å:
C -2.843 2.198 2.083
C -1.809 1.226 2.284
C -0.642 1.665 1.548
H -1.769 0.410 3.006
C -1.091 2.778 0.670
C -2.430 3.113 1.102
H -2.973 3.993 0.752
H -3.768 2.249 2.656
H 0.371 1.347 1.764
H -0.424 3.374 0.039
Ru -1.690 0.864 0.039
Si -1.019 -1.744 -2.500
C -0.821 -2.490 -0.808
C -0.760 -3.882 -0.779
H -0.732 -4.429 -1.723
C -0.715 -4.539 0.451
H -0.825 -5.628 0.478
C -0.431 -3.797 1.609
H -0.328 -4.326 2.556
C -0.289 -2.396 1.533
H 0.147 -1.838 2.370
C -0.664 -1.748 0.358
H -0.631 -0.607 0.298
C 2.465 1.294 1.058
C 3.001 1.360 2.351
H 3.146 0.435 2.905
C 3.428 2.597 2.865
H 3.919 2.600 3.842
C 3.350 3.757 2.080
H 3.815 4.696 2.396
C 2.647 3.720 0.867
H 2.560 4.580 0.200
C 2.173 2.499 0.392
H 1.644 2.444 -0.566
H -0.408 -0.416 -2.146
Si 2.084 -0.211 -0.103
C 3.592 0.179 -1.200
C 4.851 -0.236 -0.722
H 4.952 -1.030 0.031
C 6.020 0.381 -1.187
H 6.976 0.104 -0.737
C 5.931 1.329 -2.210
H 6.837 1.824 -2.567
C 4.682 1.663 -2.763
H 4.646 2.397 -3.570
C 3.497 1.090 -2.273
H 2.518 1.354 -2.701
C 2.658 -2.014 0.316
C 3.236 -2.369 1.551
H 3.433 -1.598 2.301
C 3.553 -3.711 1.830
H 3.980 -3.989 2.806
C 3.312 -4.692 0.858
H 3.487 -5.743 1.096
C 2.803 -4.350 -0.406
H 2.635 -5.145 -1.152
C 2.515 -3.004 -0.683
H 2.152 -2.719 -1.682
H -0.652 -2.516 -3.612
Cl -2.901 -1.143 -2.958
C -5.085 -1.722 1.366
C -6.185 -1.230 0.670
C -5.988 -0.124 -0.147
C -4.702 0.421 -0.301
N -3.618 -0.136 0.313
C -3.841 -1.117 1.216
C -4.390 1.534 -1.194
C -5.347 2.210 -1.962
C -4.949 3.231 -2.816
C -3.595 3.554 -2.876
C -2.682 2.816 -2.131
N -3.067 1.825 -1.309
H -5.155 -2.583 2.025
H -7.168 -1.698 0.761
H -6.802 0.304 -0.720
H -2.983 -1.436 1.806
H -6.375 1.864 -1.913
H -5.669 3.763 -3.435
H -3.196 4.341 -3.506
H -1.605 2.973 -2.146

Forces on atoms 1 to 6 (eV/Å):
C -0.2550 0.7868 -0.4463
C 1.5411 0.2875 -0.6376
C -0.0057 1.7166 1.2900
H -0.2159 0.2710 -0.2800
C 1.3287 -0.6839 1.1307
C -0.0563 -0.1930 0.8644

Calculated values
calculated total energy: -2750.04640 Ha
LUMO energy (spin up / spin down): -7.4 / -7.9 eV
Kohn-Sham gap (spin up / spin down): 4.63 / 4.67 eV
total charge: +2
<S²>: 6.029
multiplicity: 5
relative energy (zero: lowest compared OMol25 entry of this formula, charge and spin): 0.00 kcal per mole



Entry 2:
The following is a DFT calculation (ωB97M-V/def2-TZVPD) of 6 unconnected molecules or ions with the total composition C39H35IO24 at a distorted geometry.

Atoms and positions in Å:
C -3.012 3.236 3.112
C -3.510 3.563 1.689
O -2.667 4.453 0.982
C -2.936 5.815 1.246
C -1.682 6.678 1.456
C -0.693 6.173 2.508
C -1.339 6.299 3.893
C -1.429 7.749 4.394
O -0.148 4.903 2.156
C 0.655 5.234 1.083
O 0.928 4.594 0.202
O 1.054 6.568 1.203
C 0.663 6.946 2.522
I 2.118 5.827 3.766
H -2.057 3.690 3.338
H -2.867 2.159 3.180
H -3.752 3.497 3.865
H -3.531 2.631 1.131
H -4.540 3.927 1.710
H -3.426 6.217 0.353
H -3.629 5.971 2.074
H -2.038 7.641 1.817
H -1.223 6.884 0.493
H -2.344 5.890 3.852
H -0.807 5.697 4.625
H -0.591 7.947 5.059
H -2.338 7.937 4.951
H -1.390 8.481 3.589
H 0.643 7.996 2.753
C -0.886 -0.982 2.385
C -0.595 -1.916 1.468
C -1.192 -3.292 1.533
O -0.909 -4.096 0.666
C -2.087 -3.602 2.643
C -2.372 -2.668 3.557
C -1.797 -1.287 3.479
O -2.112 -0.478 4.333
O -3.182 -2.903 4.591
O 0.232 -1.684 0.456
H -0.464 0.013 2.349
H -2.499 -4.601 2.689
H -3.220 -2.066 5.096
H 0.295 -2.507 -0.095
C 3.448 -0.257 -3.099
C 2.628 -0.809 -2.192
C 2.337 -2.285 -2.196
O 1.602 -2.741 -1.342
C 2.949 -3.104 -3.233
C 3.763 -2.547 -4.137
C 4.076 -1.081 -4.118
O 4.840 -0.642 -4.959
O 4.342 -3.253 -5.105
O 2.037 -0.084 -1.249
H 3.669 0.801 -3.107
H 2.717 -4.160 -3.236
H 4.876 -2.615 -5.619
H 1.492 -0.693 -0.709
C 7.864 1.651 -10.029
C 6.649 1.090 -10.010
C 6.044 0.562 -8.743
O 4.928 0.079 -8.791
C 6.828 0.649 -7.518
C 8.044 1.207 -7.537
C 8.639 1.759 -8.798
O 9.742 2.270 -8.747
O 8.801 1.308 -6.446
O 5.903 0.966 -11.105
H 8.309 2.037 -10.935
H 6.387 0.250 -6.614
H 9.625 1.749 -6.731
H 5.076 0.532 -10.817
C -4.025 -1.566 -3.972
C -2.725 -1.383 -3.711
C -1.996 -2.228 -2.707
O -0.809 -2.022 -2.529
C -2.747 -3.251 -1.993
C -4.048 -3.431 -2.252
C -4.772 -2.604 -3.274
O -5.951 -2.830 -3.475
O -4.779 -4.349 -1.626
O -2.001 -0.448 -4.319
H -4.560 -0.965 -4.694
H -2.215 -3.843 -1.261
H -5.680 -4.274 -1.998
H -1.098 -0.525 -3.953
C -2.289 -7.636 8.128
C -3.471 -7.391 7.550
C -3.651 -6.273 6.565
O -4.748 -6.115 6.061
C -2.502 -5.428 6.264
C -1.322 -5.672 6.846
C -1.134 -6.805 7.810
O -0.030 -6.985 8.290
O -0.242 -4.929 6.605
O -4.556 -8.118 7.807
H -2.147 -8.439 8.836
H -2.646 -4.611 5.565
H 0.475 -5.315 7.145
H -5.271 -7.735 7.261

Forces on atoms 1 to 6 (eV/Å):
C -0.4320 -0.3858 -0.2639
C 0.2515 -0.3258 0.3305
O -0.1382 0.1934 0.2574
C 0.1763 0.3163 -0.4169
C -0.1353 0.0621 -0.0796
C 0.4117 1.3499 2.2340

Calculated values
SMILES: CCOCC[C@@]1(CC)OC(=O)O[C@@H]1I.O=C1C=C(O)C(=O)C=C1O.O=C1C=C(O)C(=O)C=C1O.O=C1C=C(O)C(=O)C=C1O.O=C1C=C(O)C(=O)C=C1O.O=C1C=C(O)C(=O)C=C1O
calculated total energy: -3610.52715 Ha
LUMO energy: -1.6 eV
Kohn-Sham gap: 7.96 eV
multiplicity: 1